Here is a structure of composition C36H29BrN2O2P2Re from the Open Molecules 2025 dataset. Energies are from wB97M-V/def2-TZVPD.

HOMO level (spin up / spin down): -13.848 / -13.830 eV
Largest force on an atom: 0.44 eV/A
HOMO-LUMO gap (spin up / spin down): 6.573 / 6.510 eV
<S²>: 0.76
Total charge: +2
Multiplicity: 2

Cartesian coordinates (Å):
C 1.38 4.32 -0.64
C -2.93 -0.33 -1.92
C -2.88 -2.91 -1.05
H 6.66 -1.89 0.41
H 2.11 5.07 -0.89
C 4.66 -0.03 -1.58
C -0.30 0.80 4.06
H -5.48 -2.33 2.55
H 6.75 -0.50 -1.62
C 5.76 -1.43 0.04
C 5.81 -0.64 -1.10
H -1.34 0.62 4.29
H 0.04 5.36 0.84
H -4.01 1.42 1.12
C -2.51 0.04 1.85
C -1.53 2.80 1.14
C -2.28 -1.22 2.41
H 2.69 1.07 5.61
H 1.79 1.43 1.45
C 3.40 -1.02 0.25
C -0.37 3.29 0.34
C 1.10 -0.39 -2.78
H -5.88 -0.10 1.57
H -1.34 0.02 -5.10
C -0.56 -1.87 -4.43
H -1.63 3.34 2.09
Br -2.93 1.49 -2.40
P 1.99 0.55 -1.53
H -1.28 -1.54 2.66
P -1.10 1.05 1.42
C -0.65 -0.49 -4.44
C -4.87 -0.42 1.79
C -4.64 -1.67 2.35
H -4.85 -0.75 -2.77
H -4.80 -3.12 -1.99
C -1.85 -2.03 -0.80
C 1.18 -1.80 -2.77
C -3.35 -2.07 2.66
C -0.63 -2.39 0.02
C -3.97 -2.46 -1.77
H 4.71 0.58 -2.47
H 0.31 0.67 6.11
C 2.38 1.27 3.50
C 2.25 2.28 -2.03
Re -0.18 0.45 -0.70
H -2.80 -3.92 -0.66
O 0.23 -1.39 0.12
H -3.17 -3.04 3.10
H 4.53 -2.23 1.61
C 0.18 0.26 -3.61
H 2.46 -1.17 0.77
O -0.49 -3.48 0.49
N -1.87 -0.76 -1.24
C -4.01 -1.14 -2.22
C 3.46 -0.23 -0.90
N 0.24 2.37 -0.55
C 0.29 4.47 0.29
H 2.00 2.40 -3.09
H 3.29 2.56 -1.90
C 0.63 0.82 5.09
C 1.46 1.24 2.47
H 0.13 1.34 -3.64
C -3.81 0.44 1.54
C 1.97 1.05 4.81
H 0.42 -3.61 -3.61
C 4.56 -1.62 0.72
C 0.12 1.00 2.74
C 1.34 3.06 -1.12
H -1.20 -2.45 -5.09
H 3.43 1.46 3.28
H -2.47 2.87 0.59
H 1.88 -2.30 -2.12
C 0.35 -2.53 -3.60

Here are the Mulliken charges for atoms 1 to 5, given in e: C -0.965; C -0.121; C -0.900; H 0.443; H 0.561

---

Here is a structure of composition C36H29Cl2N7O3Tc from the Open Molecules 2025 dataset. Energies are from wB97M-V/def2-TZVPD.

HOMO level (spin up / spin down): -7.162 / -7.439 eV
Largest force on an atom: 2.03 eV/A
HOMO-LUMO gap (spin up / spin down): 6.551 / 6.253 eV
Energy above the lowest of the compared OMol25 structures with the same formula, charge and spin: 0.0 kJ/mol
<S²>: 3.78
Multiplicity: 4

Cartesian coordinates (Å):
H -2.29 -1.64 4.88
C -1.66 1.46 -1.80
N 1.87 -0.10 1.30
C 0.40 -2.32 -2.38
C -2.43 1.35 2.47
C -1.69 0.21 2.06
C -2.23 -2.55 -3.01
C 4.10 -0.84 2.06
H 0.83 -3.27 -4.23
C 1.46 2.58 -3.61
Cl 6.72 -3.28 0.30
C -0.10 4.39 1.55
O 2.02 0.41 3.55
Cl 6.53 -1.58 2.92
H 4.06 -0.22 2.94
H -4.37 1.36 -1.73
H 1.20 -3.80 0.94
H -0.47 5.36 1.27
H 0.01 3.64 -0.47
O -1.12 0.22 0.91
C 0.64 2.82 3.18
C 0.93 1.95 2.13
C 0.14 2.42 -3.24
H -3.42 0.09 -3.60
H -1.89 0.45 -1.42
C 3.00 -0.87 1.19
C 2.44 1.86 -2.96
C 0.07 -4.07 2.81
N 1.92 -1.70 -0.73
C 0.04 -2.90 -3.59
C -3.88 2.22 -2.21
H -3.72 2.99 -1.45
C 4.23 -2.43 -0.23
H 2.87 0.42 -1.47
H 3.49 1.98 -3.21
C 5.22 -1.60 1.80
O 2.70 -2.88 -2.57
H -4.55 2.62 -2.97
C -3.01 0.33 4.55
C 0.18 3.44 0.58
H -3.29 -2.64 -3.20
N 0.70 2.26 0.86
C 3.07 -1.70 0.03
C -2.32 -0.81 4.18
H -0.11 4.77 3.66
C 0.50 -3.45 1.67
C -3.06 1.41 3.69
C 0.12 4.06 2.88
C 1.82 -2.32 -1.93
C -1.80 -1.95 -1.84
N -0.79 -3.19 3.40
Tc 0.40 -0.64 -0.02
H -3.59 2.31 3.97
C -1.30 -3.00 -3.94
H 4.28 -3.04 -1.12
C -2.78 0.93 -3.88
H 1.73 3.28 -4.39
H -2.52 -1.59 -1.12
H -1.76 2.15 -0.95
H -3.51 0.37 5.51
H 0.30 -5.02 3.23
C -0.86 -2.07 2.63
N -0.51 -1.78 -1.54
C -0.21 1.52 -2.24
C -1.64 -0.90 2.97
C 2.08 0.96 -1.97
H -1.29 -3.36 4.26
N -0.09 -2.24 1.57
H -0.64 2.98 -3.73
H 0.83 2.51 4.19
C 5.30 -2.38 0.65
H -3.24 1.45 -4.72
C 1.65 0.67 2.41
H -2.47 2.18 1.77
H -1.81 0.54 -4.18
H -1.60 -3.43 -4.88
N -2.61 1.89 -2.81
C 0.76 0.75 -1.59

Here are the Mulliken charges for atoms 1 to 5, given in e: H 0.316; C 0.383; N 0.763; C 0.390; C -0.824